1.
DFT (the ωB97M-V functional and the def2-TZVPD basis) results for C20H21N3O9S in the gas phase.

```
! wB97M-V def2-TZVPD RIJCOSX def2/J DEFGRID3
* xyz 0 1
C 5.937 -1.810 4.401
O 4.666 -1.430 3.896
C 4.145 -2.230 2.961
O 4.701 -3.218 2.546
C 2.810 -1.768 2.494
C 2.141 -2.564 1.569
C 0.885 -2.193 1.096
N 0.232 -2.954 0.143
S -1.403 -2.836 -0.244
O -1.631 -3.952 -1.108
O -2.197 -2.679 0.933
C -1.442 -1.327 -1.193
C -0.764 -1.279 -2.406
C -0.723 -0.115 -3.131
C -1.356 1.064 -2.671
N -1.166 2.249 -3.297
C -0.922 2.381 -4.717
C 0.424 3.071 -4.961
O 0.440 4.330 -4.334
C 0.225 4.205 -2.951
C -1.113 3.522 -2.615
C -2.140 0.944 -1.493
N -3.081 1.948 -1.100
O -3.550 2.661 -1.968
O -3.401 2.000 0.072
C -2.145 -0.235 -0.750
C 0.309 -1.016 1.562
C 0.986 -0.216 2.475
C 0.375 1.055 2.953
O 0.807 1.724 3.858
O -0.710 1.380 2.241
C -1.409 2.553 2.640
C 2.239 -0.586 2.951
H 5.882 -2.798 4.863
H 6.673 -1.841 3.595
H 6.207 -1.058 5.138
H 2.615 -3.474 1.232
H 0.647 -3.839 -0.099
H -0.263 -2.168 -2.753
H -0.154 -0.087 -4.045
H -0.967 1.414 -5.211
H -1.714 3.021 -5.127
H 0.579 3.253 -6.025
H 1.242 2.443 -4.573
H 0.238 5.218 -2.546
H 1.044 3.622 -2.498
H -1.148 3.383 -1.535
H -1.954 4.154 -2.923
H -2.739 -0.294 0.150
H -0.675 -0.732 1.239
H -1.675 2.494 3.696
H -0.784 3.436 2.486
H -2.301 2.593 2.019
H 2.748 0.040 3.665
*
```

Properties
- E_HOMO: -8.76 eV
- SMILES: COC(=O)c1cc(NS(=O)(=O)c2ccc(N3CCOCC3)c([N+](=O)[O-])c2)cc(C(=O)OC)c1
- LUMO: -0.7867 eV
- Kohn-Sham gap: 7.97 eV

Results of the Mulliken charge analysis, in e, for atoms 1 through 5: C -0.672; O -0.284; C 0.525; O -0.622; C 0.176

***

2.
DFT (the ωB97M-V functional and the def2-TZVPD basis) results for a 2-piece molecular cluster, C2H7N2S overall.

```
! wB97M-V def2-TZVPD RIJCOSX def2/J DEFGRID3
* xyz 1 1
C 0.246 0.181 0.073
C -0.815 -0.823 0.212
N 2.189 -0.313 0.166
N 0.251 1.452 -0.142
S -2.543 -0.005 0.002
H -0.578 -1.580 -0.551
H -0.780 -1.027 1.276
H 2.577 0.399 -0.495
H 2.054 -1.175 -0.235
H -0.555 2.068 -0.273
H 1.261 1.912 -0.025
H -3.307 -1.089 -0.008
*
```

Properties
- E_HOMO: -14.01 eV
- LUMO: -4.9902 eV
- Kohn-Sham gap: 9.02 eV

Results of the Mulliken charge analysis, in e, for atoms 1 through 5: C 0.417; C -0.440; N -0.554; N -0.302; S -0.192

***

3.
DFT (the ωB97M-V functional and the def2-TZVPD basis) results for C2H3ClN2O in the gas phase.

```
! wB97M-V def2-TZVPD RIJCOSX def2/J DEFGRID3
* xyz 0 1
H -2.633 0.293 0.058
N -1.732 0.153 -0.390
C -0.722 0.288 0.333
C 0.631 0.096 -0.290
Cl 1.588 1.581 -0.014
N 1.355 -0.933 0.446
O 1.661 -1.917 -0.176
H -0.693 0.537 1.398
H 0.545 -0.098 -1.366
*
```

Properties
- E_HOMO: -9.79 eV
- SMILES: [H]/N=C/[C@@H](Cl)N=O
- LUMO: -0.8293 eV
- Kohn-Sham gap: 8.96 eV

Results of the Mulliken charge analysis, in e, for atoms 1 through 5: H 0.270; N -0.534; C -0.198; C 0.216; Cl -0.171

***

4.
DFT (the ωB97M-V functional and the def2-TZVPD basis) results for C3H4BrN3S in the gas phase.

```
! wB97M-V def2-TZVPD RIJCOSX def2/J DEFGRID3
* xyz 0 1
C -1.759 -1.456 -0.069
S 0.030 -1.720 0.029
C 0.572 -0.096 -0.083
N -0.243 0.944 0.030
N 0.554 2.008 0.022
N 1.810 1.727 0.004
C 1.891 0.388 -0.102
Br 3.475 -0.626 -0.005
H -2.359 -2.267 0.233
H -2.173 -1.025 -0.962
H -2.169 -0.818 0.605
H 0.372 2.941 0.299
*
```

Properties
- E_HOMO: -8.70 eV
- SMILES: CSc1n[nH]nc1Br
- LUMO: 0.7782 eV
- Kohn-Sham gap: 9.48 eV

Results of the Mulliken charge analysis, in e, for atoms 1 through 5: C -1.120; S -0.062; C 0.662; N -0.458; N 0.147

***

5.
DFT (the ωB97M-V functional and the def2-TZVPD basis) results for a 2-piece molecular cluster, C4H12N2O5P overall.

```
! wB97M-V def2-TZVPD RIJCOSX def2/J DEFGRID3
* xyz -1 1
C 2.325 0.332 -0.938
C 1.293 0.669 0.158
C -0.863 0.044 -1.241
C -0.103 -0.023 0.060
N 0.611 -2.277 -0.095
N -1.212 1.386 -1.562
O -0.326 -0.941 2.710
O -1.259 1.329 1.921
O -2.485 -0.869 1.429
O 1.918 0.671 1.431
O -1.916 -0.907 -1.173
P -1.135 -0.265 1.651
H 1.794 0.501 -1.826
H 3.057 1.027 -0.845
H 2.569 -0.771 -0.775
H 1.143 1.641 -0.141
H -0.373 -0.332 -2.104
H 0.167 -2.741 0.712
H -0.079 -2.296 -0.838
H -2.038 1.388 -2.154
H -1.562 1.939 -0.810
H -0.928 1.632 2.750
H 1.647 -0.097 1.926
H -2.244 -1.041 -0.247
*
```

Properties
- E_HOMO (alpha / beta): -5.63 / -4.77 eV
- LUMO (alpha / beta): 3.6049 / 3.5348 eV
- Kohn-Sham gap (alpha / beta): 9.23 / 8.30 eV

Results of the Mulliken charge analysis, in e, for atoms 1 through 5: C -1.517; C 0.150; C -0.238; C 0.170; N -0.666

***

6.
DFT (the ωB97M-V functional and the def2-TZVPD basis) results for a 2-piece molecular cluster, C9H14 overall.

```
! wB97M-V def2-TZVPD RIJCOSX def2/J DEFGRID3
* xyz 0 1
C -0.840 0.266 -2.712
C -0.196 0.215 -1.377
C -1.125 0.552 -0.376
C -0.559 1.213 0.689
C 0.957 1.488 0.801
C 1.715 0.844 -0.155
C 1.149 0.114 -1.296
H -0.039 0.747 -3.383
H -1.696 1.004 -2.846
H -1.016 -0.875 -2.956
H -2.207 0.323 -0.338
H -1.033 1.742 1.479
H 1.261 1.927 1.792
H 2.705 0.604 0.046
H 1.599 -0.112 -2.267
C -0.478 -1.822 2.711
C -0.218 -1.910 1.194
H -1.497 -2.057 3.211
H 0.220 -2.611 3.223
H -0.121 -0.772 2.930
H 0.705 -1.351 0.961
H -1.016 -1.450 0.541
H -0.288 -2.870 0.735
*
```

Properties
- E_HOMO: -8.74 eV
- SMILES: Cc1ccccc1.CC
- LUMO: 1.0022 eV
- Kohn-Sham gap: 9.75 eV

Results of the Mulliken charge analysis, in e, for atoms 1 through 5: C -1.379; C 1.324; C -1.054; C -0.213; C -0.457

***

7.
DFT (the ωB97M-V functional and the def2-TZVPD basis) results for C40H49BFeN16OS2 as an isolated structure.

```
! wB97M-V def2-TZVPD RIJCOSX def2/J DEFGRID3
* xyz 1 2
Fe -0.329 -0.079 0.474
C -0.532 -2.764 -2.237
C -0.953 -3.010 -0.825
C -1.301 -4.245 -0.271
C -1.712 -3.957 1.012
N -1.603 -2.631 1.195
N -1.123 -2.036 0.075
B -2.041 -1.847 2.458
N -0.791 -1.250 3.137
C -0.401 -1.275 4.422
C 0.696 -0.456 4.546
C 0.926 0.053 3.267
C 2.033 0.980 2.888
N 0.007 -0.428 2.419
N -2.919 -0.643 2.059
C -4.015 -0.193 2.692
C -4.433 0.956 2.064
C -3.508 1.160 1.033
C -3.584 2.251 0.005
N -2.580 0.191 1.041
N -2.832 -2.802 3.344
C -4.067 -3.294 3.034
C -4.294 -4.387 3.819
C -3.114 -4.526 4.595
C -2.799 -5.578 5.613
N -2.241 -3.582 4.296
H -0.587 -3.697 -2.795
H 0.489 -2.390 -2.297
H -1.186 -2.034 -2.718
H -1.264 -5.214 -0.748
H -2.055 -4.618 1.799
H -0.908 -1.905 5.132
H 1.263 -0.244 5.441
H 2.479 1.391 3.793
H 1.674 1.804 2.276
H 2.816 0.457 2.335
H -4.416 -0.703 3.553
H -5.292 1.565 2.303
H -4.016 3.147 0.453
H -4.240 1.951 -0.820
H -2.607 2.504 -0.399
H -4.682 -2.832 2.275
H -5.175 -5.014 3.840
H -3.607 -5.671 6.339
H -1.877 -5.329 6.136
H -2.672 -6.549 5.130
S 1.160 -3.291 1.752
C 2.025 -2.992 0.309
N 2.660 -4.061 -0.203
N 3.638 -4.028 -1.084
C 4.180 -3.050 -1.985
C 5.554 -3.072 -2.184
C 6.154 -2.168 -3.054
C 5.383 -1.255 -3.751
C 4.000 -1.272 -3.592
C 3.401 -2.163 -2.720
N 2.335 -1.745 -0.190
N 1.858 -0.649 0.025
C 2.807 0.381 -0.305
C 2.367 1.699 -0.329
C 3.242 2.726 -0.629
C 4.575 2.448 -0.905
C 5.022 1.132 -0.883
C 4.148 0.101 -0.588
H 4.185 -4.866 -0.996
H 6.158 -3.790 -1.638
H 7.228 -2.182 -3.183
H 5.849 -0.551 -4.429
H 3.383 -0.596 -4.172
H 2.327 -2.201 -2.631
H 1.335 1.896 -0.080
H 2.891 3.753 -0.636
H 5.264 3.255 -1.126
H 6.062 0.908 -1.091
H 4.491 -0.924 -0.563
C -2.110 5.542 2.579
C -0.610 5.348 2.415
N -0.229 5.060 1.025
C -0.274 3.845 0.460
S -0.655 2.451 1.352
N -0.002 3.768 -0.857
C 0.425 4.864 -1.725
C -0.742 5.636 -2.337
H -2.343 5.794 3.615
H -2.636 4.620 2.323
H -2.475 6.347 1.938
H -0.271 4.521 3.028
H -0.070 6.244 2.715
H -0.167 5.855 0.412
H -0.128 2.859 -1.268
H 1.033 4.427 -2.514
H 1.072 5.533 -1.154
H -1.344 4.981 -2.969
H -0.370 6.457 -2.953
H -1.392 6.053 -1.563
N -1.210 -0.470 -6.516
C -1.697 0.506 -5.707
O -2.390 1.425 -6.086
C -1.301 0.394 -4.257
C -2.271 0.488 -3.274
C -1.894 0.411 -1.949
N -0.614 0.283 -1.552
C 0.318 0.208 -2.512
C 0.020 0.253 -3.860
H -1.480 -0.463 -7.485
H -0.725 -1.272 -6.157
H -3.315 0.606 -3.541
H -2.625 0.430 -1.161
H 1.347 0.125 -2.197
H 0.819 0.199 -4.592
*
```

Properties
- ⟨S²⟩: 0.823
- E_HOMO (alpha / beta): -9.98 / -10.32 eV
- LUMO (alpha / beta): -3.5807 / -3.7569 eV
- Kohn-Sham gap (alpha / beta): 6.40 / 6.56 eV

Results of the Mulliken charge analysis, in e, for atoms 1 through 5: Fe 0.851; C -0.630; C 0.242; C -1.690; C -0.080

***

8.
DFT (the ωB97M-V functional and the def2-TZVPD basis) results for a 10-piece molecular cluster, C38H53Br20FN2O4 overall.

```
! wB97M-V def2-TZVPD RIJCOSX def2/J DEFGRID3
* xyz 0 1
C -3.318 -4.833 -0.254
C -2.323 -4.166 -0.150
C -0.963 -3.803 0.216
C -0.492 -3.927 1.477
C -1.394 -4.425 2.604
C -2.415 -3.281 2.909
C -1.990 -1.934 2.796
C -2.858 -0.850 3.024
C -4.211 -1.087 3.368
C -4.628 -2.423 3.515
C -3.759 -3.503 3.286
C 0.938 -3.534 1.743
O 1.355 -3.658 2.876
C 1.875 -3.013 0.677
C 3.313 -2.654 1.073
N 4.227 -3.679 0.511
C 1.392 -2.891 -0.568
C 2.229 -2.328 -1.711
O 3.116 -2.919 -2.240
N 1.929 -0.965 -2.125
C 2.716 -0.022 -1.407
O 3.680 0.478 -1.870
F 2.374 0.293 -0.136
C -0.051 -3.276 -0.863
O -0.578 -3.066 -2.002
H -4.261 -5.344 -0.264
H -1.972 -5.284 2.237
H -0.820 -4.692 3.497
H -0.967 -1.659 2.534
H -2.474 0.165 2.917
H -4.867 -0.235 3.527
H -5.670 -2.571 3.801
H -4.163 -4.509 3.396
H 3.593 -1.669 0.653
H 3.429 -2.670 2.159
H 4.563 -3.396 -0.400
H 3.749 -4.568 0.437
H 0.937 -0.757 -1.987
Br -1.549 1.661 0.070
C -1.094 2.517 -1.621
C 0.382 2.764 -1.732
Br 0.933 4.289 -0.657
H -1.680 3.426 -1.684
H -1.426 1.822 -2.390
H 0.648 3.023 -2.754
H 0.981 1.922 -1.406
Br 0.530 -7.222 -5.004
C 0.877 -7.659 -3.139
C 0.001 -6.851 -2.213
Br 0.628 -4.990 -2.037
H 1.937 -7.498 -2.969
H 0.655 -8.721 -3.049
H 0.036 -7.262 -1.204
H -1.032 -6.791 -2.543
Br -0.516 4.946 -4.349
C 1.271 5.708 -4.193
C 2.074 5.481 -5.443
Br 2.714 3.644 -5.544
H 1.725 5.269 -3.309
H 1.112 6.771 -4.024
H 2.971 6.098 -5.437
H 1.512 5.672 -6.352
Br -4.089 7.997 -7.416
C -3.324 6.638 -8.580
C -2.175 5.927 -7.916
Br -0.566 7.019 -7.913
H -3.040 7.136 -9.502
H -4.137 5.944 -8.780
H -1.910 5.030 -8.472
H -2.377 5.662 -6.882
Br 3.017 8.013 -0.958
C 3.397 7.444 0.865
C 2.536 8.172 1.861
Br 3.166 9.990 2.157
H 4.460 7.598 1.027
H 3.181 6.377 0.881
H 2.590 7.690 2.835
H 1.498 8.244 1.552
Br 8.193 -2.675 2.268
C 7.398 -2.036 0.611
C 7.230 -0.540 0.626
Br 5.712 -0.004 1.722
H 6.461 -2.571 0.487
H 8.091 -2.334 -0.173
H 7.005 -0.168 -0.372
H 8.099 -0.019 1.015
Br -3.210 -7.491 3.220
C -2.782 -7.998 5.051
C -3.615 -7.209 6.015
Br -2.930 -5.395 6.189
H -1.716 -7.847 5.191
H -3.005 -9.061 5.115
H -3.564 -7.631 7.017
H -4.654 -7.136 5.709
Br -4.671 -1.836 0.744
C -5.572 -1.098 -0.818
C -5.736 0.392 -0.669
Br -7.194 0.812 0.561
H -6.516 -1.623 -0.928
H -4.930 -1.334 -1.666
H -6.024 0.848 -1.616
H -4.844 0.884 -0.292
Br -3.493 4.861 -0.539
C -5.176 5.485 0.209
C -6.303 4.538 -0.103
Br -6.909 4.730 -1.945
H -5.344 6.487 -0.176
H -5.005 5.536 1.282
H -7.174 4.766 0.507
H -6.034 3.495 0.033
Br 4.293 1.741 4.699
C 5.874 2.150 5.756
C 7.012 1.223 5.418
Br 6.764 -0.532 6.220
H 5.579 2.101 6.799
H 6.130 3.177 5.502
H 7.945 1.597 5.834
H 7.129 1.067 4.350
*
```

Properties
- E_HOMO: -8.41 eV
- LUMO: -1.6244 eV
- Kohn-Sham gap: 6.79 eV

Results of the Mulliken charge analysis, in e, for atoms 1 through 5: C -0.055; C -1.099; C 0.936; C -0.667; C -0.649

***

Copy entry 2 word for word.
DFT (the ωB97M-V functional and the def2-TZVPD basis) results for a 2-piece molecular cluster, C2H7N2S overall.

```
! wB97M-V def2-TZVPD RIJCOSX def2/J DEFGRID3
* xyz 1 1
C 0.246 0.181 0.073
C -0.815 -0.823 0.212
N 2.189 -0.313 0.166
N 0.251 1.452 -0.142
S -2.543 -0.005 0.002
H -0.578 -1.580 -0.551
H -0.780 -1.027 1.276
H 2.577 0.399 -0.495
H 2.054 -1.175 -0.235
H -0.555 2.068 -0.273
H 1.261 1.912 -0.025
H -3.307 -1.089 -0.008
*
```

Properties
- E_HOMO: -14.01 eV
- LUMO: -4.9902 eV
- Kohn-Sham gap: 9.02 eV

Results of the Mulliken charge analysis, in e, for atoms 1 through 5: C 0.417; C -0.440; N -0.554; N -0.302; S -0.192

***

Q: What is the formula in the fourth record?
A: C3H4BrN3S

***

Repeat the fifth record exactly.
DFT (the ωB97M-V functional and the def2-TZVPD basis) results for a 2-piece molecular cluster, C4H12N2O5P overall.

```
! wB97M-V def2-TZVPD RIJCOSX def2/J DEFGRID3
* xyz -1 1
C 2.325 0.332 -0.938
C 1.293 0.669 0.158
C -0.863 0.044 -1.241
C -0.103 -0.023 0.060
N 0.611 -2.277 -0.095
N -1.212 1.386 -1.562
O -0.326 -0.941 2.710
O -1.259 1.329 1.921
O -2.485 -0.869 1.429
O 1.918 0.671 1.431
O -1.916 -0.907 -1.173
P -1.135 -0.265 1.651
H 1.794 0.501 -1.826
H 3.057 1.027 -0.845
H 2.569 -0.771 -0.775
H 1.143 1.641 -0.141
H -0.373 -0.332 -2.104
H 0.167 -2.741 0.712
H -0.079 -2.296 -0.838
H -2.038 1.388 -2.154
H -1.562 1.939 -0.810
H -0.928 1.632 2.750
H 1.647 -0.097 1.926
H -2.244 -1.041 -0.247
*
```

Properties
- E_HOMO (alpha / beta): -5.63 / -4.77 eV
- LUMO (alpha / beta): 3.6049 / 3.5348 eV
- Kohn-Sham gap (alpha / beta): 9.23 / 8.30 eV

Results of the Mulliken charge analysis, in e, for atoms 1 through 5: C -1.517; C 0.150; C -0.238; C 0.170; N -0.666